# C46H112O14

A cluster of 10 separate species, C46H112O14 in total (ωB97M-V with the def2-TZVPD basis set, the Open Molecules 2025 dataset).

Last column: Mulliken charge in e.
Positions of all 172 atoms, in Å:
C (9.61516, 1.01168, -5.69695)  -1.380
C (8.19526, 0.57497, -5.37518)  -0.146
C (7.11046, 1.52341, -5.84314)  -0.756
C (5.64031, 1.11630, -5.48144)  -0.675
C (5.24737, 1.25997, -4.04709)  -0.274
C (3.82024, 0.74438, -3.78711)  -0.995
H (9.84889, 1.29290, -6.73311)  0.324
H (10.39669, 0.27442, -5.50374)  0.378
H (9.89984, 1.87248, -5.09040)  0.333
H (7.97402, -0.43637, -5.72714)  0.306
H (8.18329, 0.48498, -4.28271)  0.205
H (7.11074, 1.62389, -6.90523)  0.389
H (7.35299, 2.52920, -5.44949)  0.235
H (4.96734, 1.68505, -6.15355)  0.281
H (5.50841, 0.09283, -5.84948)  0.470
H (5.94301, 0.68934, -3.42834)  0.484
H (5.36564, 2.28264, -3.71079)  -0.021
H (3.05617, 1.33915, -4.31069)  0.403
H (3.71939, -0.32852, -4.06624)  0.426
H (3.54609, 0.84349, -2.74326)  0.047
C (-8.87304, -5.37955, 2.07501)  -1.216
C (-7.90414, -5.12046, 0.83933)  -0.581
C (-7.37686, -3.67776, 0.70076)  0.141
C (-6.26193, -3.63778, -0.36676)  -1.024
C (-5.74416, -2.20754, -0.66864)  0.500
C (-4.96728, -2.07211, -1.98130)  -0.772
H (-9.80704, -4.82130, 2.00699)  0.340
H (-8.42213, -4.82526, 2.89703)  0.207
H (-9.09719, -6.41741, 2.16177)  0.392
H (-7.05942, -5.83619, 0.88915)  0.377
H (-8.49668, -5.44241, -0.02402)  0.349
H (-6.92896, -3.41838, 1.68289)  -0.290
H (-8.20665, -2.97958, 0.43557)  0.350
H (-5.48295, -4.35850, -0.04572)  0.374
H (-6.65942, -4.06055, -1.28417)  0.500
H (-6.57064, -1.48543, -0.56540)  0.446
H (-5.04959, -1.94525, 0.13900)  -0.719
H (-5.44573, -2.47998, -2.87245)  0.626
H (-4.69020, -1.03212, -2.18984)  -0.274
H (-4.07205, -2.71266, -1.83360)  0.267
C (-2.56890, 0.67105, 4.09375)  -1.138
C (-3.52324, -0.51142, 4.23931)  -0.714
C (-3.34837, -1.52610, 3.14279)  2.642
C (-4.37935, -2.62857, 3.17858)  -0.846
C (-4.24622, -3.56409, 4.38914)  0.254
C (-5.20605, -4.73542, 4.32634)  -1.557
H (-2.56434, 1.30861, 4.95097)  0.507
H (-2.79868, 1.33326, 3.25191)  0.049
H (-1.55895, 0.36822, 3.83676)  0.232
H (-3.32754, -1.01919, 5.19517)  0.347
H (-4.52393, -0.10879, 4.35179)  0.409
H (-2.34616, -1.94797, 3.31960)  -0.619
H (-3.35328, -1.06587, 2.15736)  -1.265
H (-5.43162, -2.31311, 3.15655)  0.349
H (-4.31576, -3.25199, 2.25907)  0.152
H (-3.26634, -4.03003, 4.51355)  -0.360
H (-4.48783, -3.05021, 5.33112)  0.366
H (-6.24840, -4.39687, 4.35688)  0.285
H (-5.10497, -5.33505, 3.40579)  0.314
H (-5.03545, -5.40108, 5.16013)  0.484
C (-4.78038, 0.84824, -4.66691)  -0.607
O (-3.92002, 1.32217, -3.69401)  -0.421
C (-2.70023, 0.55136, -3.55810)  1.824
C (-1.72539, 0.80271, -4.73263)  -0.712
O (-2.16559, 0.24387, -6.00547)  -0.410
C (-2.08814, -1.15777, -6.09881)  -0.658
H (-5.58011, 1.58228, -4.77998)  0.282
H (-5.21981, -0.08975, -4.34736)  0.182
H (-4.34700, 0.77828, -5.66437)  0.268
H (-2.99032, -0.48309, -3.39399)  0.227
H (-2.20608, 0.88952, -2.65022)  -1.327
H (-0.78547, 0.40871, -4.36753)  0.357
H (-1.56675, 1.89537, -4.80367)  0.348
H (-1.07377, -1.52949, -5.93079)  0.311
H (-2.46091, -1.46892, -7.05560)  0.278
H (-2.61976, -1.65858, -5.27873)  0.198
C (3.10348, 3.75674, 2.89647)  -0.225
O (3.85151, 4.50420, 3.83577)  -0.467
C (5.21157, 4.71340, 3.39110)  -0.292
C (6.16058, 3.56779, 3.63897)  -0.399
O (6.21614, 3.28776, 5.05829)  -0.375
C (5.44740, 2.13673, 5.54088)  -0.542
H (3.26631, 4.19568, 1.91620)  0.230
H (2.05068, 3.68575, 3.18009)  0.256
H (3.47464, 2.71189, 2.75734)  0.054
H (5.62174, 5.55090, 4.01581)  0.296
H (5.24716, 5.09676, 2.33433)  0.220
H (7.16981, 3.84290, 3.26479)  0.362
H (5.90434, 2.66471, 3.08033)  0.178
H (4.38727, 2.20680, 5.30277)  0.191
H (5.50421, 2.12187, 6.63276)  0.274
H (5.88312, 1.20934, 5.16849)  0.268
C (0.50130, -4.04172, 1.59081)  -0.487
O (0.28055, -3.60520, 2.89797)  -0.075
C (-0.39371, -4.43607, 3.82297)  -0.621
C (-0.35561, -3.75748, 5.13367)  -0.391
O (-0.67607, -4.81975, 6.08832)  -0.361
C (-0.59594, -4.51178, 7.45556)  -0.801
H (0.86497, -3.19113, 1.02693)  -0.228
H (-0.46372, -4.24412, 1.11504)  0.378
H (1.17518, -4.88508, 1.45765)  0.330
H (0.15403, -5.39364, 3.82560)  0.483
H (-1.39088, -4.73267, 3.49957)  0.241
H (-1.01391, -2.89502, 5.26547)  0.061
H (0.61549, -3.36720, 5.32857)  0.675
H (0.40907, -4.54101, 7.82061)  0.289
H (-1.19870, -5.28156, 7.94599)  0.274
H (-1.14436, -3.60926, 7.72848)  0.304
C (3.31799, -0.70321, 2.22852)  -0.782
O (3.13434, -1.24402, 0.92126)  0.203
C (4.25603, -1.28484, 0.11288)  -0.823
C (3.89635, -1.89814, -1.23067)  0.469
O (3.51356, -3.23574, -1.03197)  -0.411
C (2.81776, -3.83171, -2.07826)  -0.602
H (3.76793, 0.30978, 2.11200)  0.160
H (4.01408, -1.27850, 2.81942)  0.328
H (2.38100, -0.66590, 2.77393)  0.185
H (5.08862, -1.88700, 0.53587)  0.267
H (4.59929, -0.24975, 0.03449)  0.449
H (4.73079, -1.75974, -1.88226)  0.594
H (3.13660, -1.25716, -1.70167)  -0.661
H (3.35093, -4.03310, -3.00080)  0.356
H (2.00190, -3.18108, -2.39986)  0.151
H (2.40382, -4.74536, -1.70096)  0.292
C (1.78217, 4.81445, -0.73335)  -0.558
O (3.18605, 4.75199, -0.93042)  -0.247
C (3.65063, 5.90261, -1.68026)  -0.841
C (4.06056, 5.49276, -3.07269)  -0.295
O (2.97394, 4.90220, -3.73423)  -0.227
C (3.33780, 4.44017, -5.02949)  -0.546
H (1.27325, 5.06152, -1.66669)  0.566
H (1.46978, 5.51963, 0.03497)  0.346
H (1.41953, 3.82182, -0.44733)  -0.234
H (4.48368, 6.37255, -1.13610)  0.338
H (2.87337, 6.67032, -1.79810)  0.373
H (4.93178, 4.79048, -3.07017)  0.231
H (4.40619, 6.37181, -3.62435)  0.366
H (2.43102, 4.07109, -5.52344)  0.244
H (4.04468, 3.60695, -4.97552)  -0.005
H (3.79244, 5.20514, -5.62923)  0.393
C (-4.48545, 1.43704, -0.01160)  -0.587
O (-3.51546, 2.18059, 0.66343)  -0.079
C (-2.70864, 2.92584, -0.22928)  0.437
C (-1.93873, 4.00358, 0.54177)  -0.459
O (-2.68357, 5.13673, 0.86926)  -0.526
C (-3.41831, 4.96390, 2.09260)  -0.526
H (-5.15300, 0.87234, 0.66931)  0.217
H (-4.07905, 0.77650, -0.78797)  -0.047
H (-5.14015, 2.10033, -0.60426)  0.412
H (-3.24301, 3.52248, -0.96864)  0.532
H (-2.02998, 2.28990, -0.81936)  -0.612
H (-1.10099, 4.25133, -0.11413)  0.123
H (-1.47925, 3.57342, 1.44286)  0.197
H (-3.91211, 5.90946, 2.27515)  0.303
H (-2.73812, 4.77251, 2.95121)  0.231
H (-4.23951, 4.23569, 1.96613)  0.169
C (0.67602, 1.27055, 1.23852)  -0.352
O (-0.01660, 1.49227, -0.01631)  0.733
C (0.49640, 0.76388, -1.10742)  -0.567
C (0.23793, -0.71282, -1.10247)  0.168
O (-1.13349, -1.17395, -1.12313)  -0.250
C (-1.69875, -1.26568, 0.20750)  1.194
H (1.66380, 0.88239, 0.97916)  0.223
H (0.15141, 0.57703, 1.90862)  -0.147
H (0.68516, 2.20429, 1.79367)  -0.120
H (1.58823, 0.93505, -1.16809)  0.651
H (0.04674, 1.18040, -2.00495)  -0.011
H (0.73008, -1.22473, -0.26530)  -0.758
H (0.75621, -1.16546, -1.96862)  0.085
H (-2.76258, -1.56285, 0.13813)  -0.627
H (-1.70493, -0.29059, 0.72450)  -0.104
H (-1.16582, -1.94834, 0.91765)  -0.137

Output
Frontier orbital gap: 9.63 eV
Energy relative to the best compared isomer or geometry (same formula, charge and spin): 0.0 kcal per mole
Highest occupied orbital energy: -9.13 eV